{
  "formula": "C13H16OSi",
  "method": "ωB97M-V/def2-TZVPD",
  "s2": 2.033,
  "homo_lumo_gap_ev": [6.47, 6.71],
  "spin_multiplicity": 3,
  "homo_energy_ev": [-5.7, -9.4],
  "total_energy_ha": -869.4871,
  "species": ["C", "C", "C", "C", "C", "C", "C", "C", "C", "C", "C", "C", "C", "O", "Si", "H", "H", "H", "H", "H", "H", "H", "H", "H", "H", "H", "H", "H", "H", "H", "H"],
  "positions_angstrom": [[-3.03518, 2.42860, 0.32464], [-1.71603, 2.82714, 0.04150], [-3.38660, 1.11074, 0.33858], [-0.80336, 1.81712, -0.10297], [-2.43180, 0.11023, 0.15099], [-1.01283, 0.45369, 0.04105], [-1.87266, -2.30505, -0.12775], [-0.44148, -1.76983, -0.35392], [-2.93965, -1.30312, 0.26756], [0.07873, -0.51559, -0.07223], [2.57183, 0.31989, -1.86789], [2.63842, -1.94681, 0.39890], [2.76001, 0.91071, 1.20398], [-3.21389, -2.23127, -0.80012], [1.95319, -0.20856, -0.16327], [-3.85245, 2.99378, 0.63490], [-1.33073, 3.78541, -0.11846], [-4.45453, 0.81201, 0.42006], [0.11870, 2.13277, -0.46349], [-1.81168, -3.31365, 0.44373], [0.36247, -2.48037, -0.54617], [-3.59943, -1.51670, 1.06726], [2.16730, -0.28678, -2.76430], [2.38542, 1.34053, -2.13937], [3.64123, 0.26413, -1.95440], [2.45164, -2.81752, -0.27197], [3.77883, -1.77875, 0.33285], [2.39570, -2.17886, 1.45383], [2.49605, 0.50928, 2.15266], [3.83616, 1.04510, 1.23917], [2.26662, 1.79171, 1.23464]],
  "forces_ev_per_a": [[0.119, 0.093, 0.335], [-0.157, -2.330, 0.189], [0.249, -1.700, -0.725], [-0.358, 1.973, 0.087], [-1.106, -0.721, -0.080], [0.939, -2.452, -0.272], [0.116, -0.682, 2.649], [-1.849, -4.991, -1.068], [2.566, -1.495, -0.385], [-2.437, 5.867, 0.647], [-0.891, -1.312, -1.478], [1.629, 0.610, -1.026], [0.103, -2.626, -0.949], [2.019, 1.481, -1.035], [0.902, -1.048, 1.138], [-0.814, 1.986, 0.063], [-0.151, 1.547, -0.049], [0.926, 0.287, 0.174], [1.932, 0.381, -0.271], [-0.234, 1.755, -1.050], [-0.816, -0.570, -0.284], [-0.383, 0.048, 0.999], [0.436, 0.697, 1.551], [-0.536, 0.742, 0.155], [0.717, -0.365, 0.266], [-0.050, 0.591, 0.597], [-1.505, -0.356, 0.292], [-0.006, 0.109, -0.623], [-0.221, -0.872, 0.915], [0.098, -0.025, -0.563], [-1.236, 3.377, -0.200]]
}

***

{
  "formula": "C10H16",
  "method": "ωB97M-V/def2-TZVPD",
  "de_lowest_ev": 0.465,
  "homo_lumo_gap_ev": 10.12,
  "spin_multiplicity": 1,
  "homo_energy_ev": -9.1,
  "total_energy_ha": -390.6188,
  "species": ["C", "C", "H", "H", "H", "H", "H", "H", "C", "C", "C", "C", "C", "C", "C", "C", "H", "H", "H", "H", "H", "H", "H", "H", "H", "H"],
  "positions_angstrom": [[-2.59866, -1.04150, -0.32469], [-2.31889, -0.66015, -1.76858], [-3.47421, -0.55618, 0.08333], [-2.72165, -2.11660, -0.16623], [-1.72314, -0.83747, 0.30258], [-1.32110, -0.99210, -2.05918], [-2.36261, 0.41888, -1.85480], [-2.98772, -1.15215, -2.47114], [0.61016, 0.65268, 2.08759], [1.21691, -0.44647, 2.98186], [0.94878, 0.59321, 0.61596], [1.27559, -0.57410, -0.06026], [0.80432, 1.76983, -0.11116], [1.45788, -0.54077, -1.44558], [1.08377, 1.79310, -1.46497], [1.40689, 0.63853, -2.16726], [-0.46808, 0.69121, 2.28085], [1.06060, 1.57768, 2.45242], [1.43844, -1.31986, 2.37529], [1.17173, -1.57756, 0.34366], [0.46833, 2.68294, 0.36349], [1.70773, -1.46921, -1.93651], [1.02643, 2.73667, -2.00240], [1.55619, 0.60573, -3.23353], [0.55756, -0.74045, 3.79749], [2.18478, -0.13591, 3.38177]],
  "forces_ev_per_a": [[0.625, -0.749, 0.385], [0.285, -0.449, 0.178], [-0.166, 0.215, 0.120], [-0.247, -0.045, -0.349], [-0.204, 0.475, -0.023], [0.079, 0.162, 0.062], [-0.029, 0.165, -0.353], [-0.332, 0.247, -0.002], [0.634, -0.117, 0.901], [0.253, -0.137, -0.599], [-0.717, -0.217, 0.481], [-0.706, -0.126, -0.964], [0.450, -0.098, -0.415], [0.508, -0.111, 0.240], [-0.135, 0.509, -0.688], [-0.125, -0.313, 0.692], [0.102, 0.133, -0.381], [-0.479, 0.274, -0.005], [-0.149, -0.314, 0.168], [0.410, 0.326, 0.512], [0.138, -0.020, 0.185], [-0.122, -0.121, -0.188], [-0.097, -0.090, 0.075], [0.100, 0.275, -0.135], [0.071, 0.076, -0.012], [-0.147, 0.048, 0.116]]
}

***

{
  "formula": "C38H37Cl5CrN6O2Si",
  "method": "ωB97M-V/def2-TZVPD",
  "total_charge": 1,
  "s2": 0.805,
  "de_lowest_ev": 0.721,
  "homo_lumo_gap_ev": [7.09, 7.51],
  "spin_multiplicity": 2,
  "homo_energy_ev": [-11.0, -11.0],
  "total_energy_ha": -5584.0676,
  "species": ["Cr", "C", "C", "O", "N", "C", "C", "C", "C", "C", "C", "N", "H", "H", "H", "H", "H", "H", "H", "H", "H", "H", "Cl", "C", "C", "C", "Cl", "C", "Cl", "C", "Cl", "C", "Cl", "C", "N", "C", "N", "C", "N", "C", "N", "C", "C", "H", "H", "H", "H", "H", "H", "H", "H", "H", "H", "H", "H", "O", "Si", "C", "C", "C", "C", "C", "C", "C", "C", "C", "C", "C", "C", "C", "C", "C", "C", "C", "C", "H", "H", "H", "H", "H", "H", "H", "H", "H", "H", "H", "H", "H", "H", "H"],
  "positions_angstrom": [[0.50720, -0.27630, 0.05740], [-1.41380, 2.01060, 3.12140], [-0.81990, 1.85820, 1.75430], [0.09530, 1.05020, 1.53850], [-1.26230, 2.66070, 0.77870], [-0.52970, 2.79430, -0.46640], [-0.85450, 1.82410, -1.58110], [-1.49760, 2.30390, -2.71490], [-1.55000, 1.53450, -3.86590], [-0.92070, 0.30030, -3.84120], [-0.36560, -0.13790, -2.65610], [-0.34240, 0.58110, -1.52560], [-1.13760, 1.15750, 3.73640], [-2.49560, 2.09780, 3.08050], [-1.01430, 2.91390, 3.58150], [-2.04230, 3.27680, 0.94570], [0.53610, 2.66530, -0.23270], [-0.69370, 3.80770, -0.83370], [-1.91910, 3.29720, -2.71920], [-2.03680, 1.90410, -4.75360], [-0.84130, -0.31300, -4.72430], [0.10430, -1.10940, -2.61390], [2.05730, -1.17190, 1.72540], [3.07770, -0.13930, 0.79790], [2.36170, 0.44760, -0.23560], [3.06870, 1.29720, -1.07480], [2.25950, 2.04420, -2.39730], [4.43130, 1.54740, -0.88150], [5.27890, 2.59520, -1.94460], [5.10590, 0.94710, 0.18600], [6.75820, 1.28700, 0.46560], [4.41980, 0.07970, 1.05000], [5.21750, -0.64570, 2.37720], [-2.87010, -1.25040, -0.84620], [-2.90500, -0.23290, 0.21620], [-2.93610, -0.94120, 1.50550], [-4.04970, -1.86360, 1.61340], [-3.95930, -2.83580, 0.52980], [-3.98450, -2.17760, -0.77330], [-5.22890, -1.42230, -0.88030], [-5.32990, -0.41700, 0.17250], [-4.18780, 0.47600, 0.07860], [-5.28730, -1.10810, 1.45830], [-1.93020, -1.80510, -0.75910], [-2.91060, -0.73690, -1.81310], [-3.02610, -0.20210, 2.30620], [-2.00160, -1.49740, 1.61410], [-4.80530, -3.52380, 0.59640], [-3.02680, -3.39730, 0.62830], [-6.07180, -2.11100, -0.79350], [-5.26990, -0.92830, -1.85450], [-4.26960, 1.22820, 0.87070], [-4.21020, 0.97070, -0.89840], [-6.13570, -1.79230, 1.52090], [-5.36060, -0.37220, 2.26360], [0.32420, -1.99780, -0.61270], [0.45770, -3.58420, -0.47760], [-0.17980, -4.45490, -2.04150], [-1.50590, -4.35600, -2.45150], [-1.95610, -5.05230, -3.55950], [-1.09040, -5.86830, -4.26780], [0.22770, -5.98330, -3.86090], [0.67880, -5.27900, -2.76000], [-0.52420, -4.24220, 1.01330], [-1.09280, -5.51050, 0.94110], [-1.82820, -6.02590, 1.99210], [-2.02620, -5.26610, 3.13250], [-1.45170, -4.01050, 3.23230], [-0.69410, -3.51350, 2.18610], [2.29800, -3.95990, -0.22250], [2.69470, -5.08700, 0.48650], [4.03620, -5.40370, 0.60250], [4.99220, -4.59250, 0.01300], [4.60820, -3.44690, -0.66490], [3.26580, -3.13590, -0.78420], [-2.19910, -3.74020, -1.89750], [-2.98660, -4.95480, -3.86560], [-1.43930, -6.41250, -5.13260], [0.91030, -6.61900, -4.40220], [1.70860, -5.37120, -2.44740], [-0.95180, -6.09820, 0.04690], [-2.25100, -7.01650, 1.91890], [-2.62390, -5.65210, 3.94320], [-1.59510, -3.41960, 4.12460], [-0.21980, -2.54270, 2.28230], [1.94720, -5.72220, 0.94190], [4.33530, -6.28420, 1.15200], [6.03790, -4.85490, 0.07520], [5.35580, -2.80300, -1.10480], [2.95510, -2.25130, -1.32620]],
  "forces_ev_per_a": [[0.542, -0.969, -0.385], [0.170, -0.172, 0.006], [-1.093, 0.873, -0.310], [0.442, -1.022, -0.460], [0.202, -0.327, 0.417], [0.122, -0.198, -0.056], [-0.140, 0.331, -0.106], [0.084, -0.155, 0.099], [0.189, -0.286, 0.223], [-0.155, 0.325, -0.013], [0.164, -0.366, -0.200], [-0.731, 0.493, -0.739], [-0.022, 0.015, -0.050], [-0.113, 0.051, -0.054], [0.020, 0.054, 0.012], [0.052, -0.050, 0.149], [-0.187, 0.213, -0.088], [0.113, -0.092, 0.033], [0.020, 0.115, 0.117], [-0.019, 0.043, -0.131], [-0.076, -0.130, -0.012], [-0.053, -0.018, 0.083], [0.176, -0.542, 1.048], [0.249, 0.583, -0.579], [0.276, -0.315, 0.271], [-0.056, -0.233, 0.113], [0.028, 0.254, -0.340], [-0.009, 0.007, 0.005], [-0.018, -0.029, 0.045], [-0.251, -0.074, 0.088], [-0.017, -0.040, -0.038], [0.096, 0.073, 0.004], [-0.116, -0.134, 0.027], [0.117, -0.060, -0.106], [0.014, 0.145, 0.051], [0.101, -0.036, 0.007], [-0.020, -0.120, 0.416], [0.080, -0.191, 0.006], [-0.070, -0.218, -0.303], [-0.017, -0.008, -0.143], [-0.344, 0.221, -0.023], [0.020, 0.129, -0.044], [-0.020, 0.046, 0.089], [-0.187, 0.077, -0.121], [0.094, -0.057, 0.040], [0.091, -0.003, 0.044], [-0.086, 0.049, 0.070], [0.073, -0.008, 0.013], [-0.072, -0.038, 0.038], [0.013, 0.040, -0.055], [-0.014, -0.024, 0.012], [0.031, 0.020, -0.046], [0.019, 0.051, 0.088], [0.013, 0.046, 0.038], [-0.041, -0.030, -0.003], [-0.318, 3.561, 0.642], [0.601, -2.312, 0.291], [0.396, 0.426, 0.796], [-0.017, 0.042, -0.002], [-0.186, 0.105, -0.002], [0.064, -0.029, -0.029], [0.057, -0.099, -0.165], [0.097, 0.050, 0.049], [0.348, 0.315, -0.665], [0.073, -0.001, -0.118], [-0.087, -0.092, 0.069], [-0.052, -0.033, 0.017], [0.041, 0.144, 0.099], [0.135, -0.003, -0.016], [-0.981, 0.039, -0.140], [0.021, 0.007, -0.036], [0.119, -0.125, 0.079], [0.082, -0.027, 0.051], [0.101, 0.111, -0.061], [-0.026, -0.036, -0.075], [-0.207, 0.077, 0.043], [-0.124, -0.025, -0.045], [-0.045, -0.055, -0.061], [0.067, -0.102, -0.096], [0.145, -0.057, -0.008], [-0.063, -0.131, -0.154], [-0.068, -0.084, -0.002], [-0.050, -0.050, 0.108], [-0.013, 0.042, 0.104], [-0.060, 0.058, 0.082], [-0.036, -0.096, 0.074], [0.055, -0.079, 0.017], [0.087, 0.005, 0.069], [0.091, 0.044, -0.073], [0.070, 0.098, -0.087]]
}

***

{
  "formula": "CH2FNO2",
  "method": "ωB97M-V/def2-TZVPD",
  "de_lowest_ev": 3.806,
  "homo_lumo_gap_ev": [9.77, 9.78],
  "spin_multiplicity": 1,
  "homo_energy_ev": [-11.1, -11.1],
  "total_energy_ha": -344.2086,
  "species": ["C", "N", "O", "O", "F", "H", "H"],
  "positions_angstrom": [[-0.02757, -0.83637, 0.56307], [0.29167, 0.09110, -0.33513], [-1.00023, -1.54948, 0.58959], [0.40553, 1.32643, 0.05428], [-1.19569, 0.09148, -1.40675], [0.84229, -1.14240, 1.06983], [0.68400, 2.01924, -0.53488]],
  "forces_ev_per_a": [[-2.643, -3.567, 1.400], [-1.693, 3.251, -6.253], [0.565, 0.948, 0.083], [-1.265, -0.440, 3.151], [2.662, 0.265, 1.953], [1.656, 0.080, 1.385], [0.716, -0.539, -1.718]]
}

***

Calculated M, 216.4, 136.2, 867.1, 79.0 g/mol (same order as the records).